{"formula": "C43H69NO2S", "method": "ωB97M-V/def2-TZVPD", "symbols": ["C", "C", "C", "C", "C", "C", "C", "C", "C", "O", "C", "C", "C", "S", "C", "N", "C", "C", "C", "C", "C", "C", "O", "H", "H", "H", "H", "H", "H", "H", "H", "H", "H", "H", "H", "H", "C", "C", "C", "C", "C", "C", "H", "H", "H", "H", "H", "H", "H", "H", "H", "H", "H", "H", "H", "H", "C", "C", "C", "C", "C", "C", "H", "H", "H", "H", "H", "H", "H", "H", "H", "H", "H", "H", "H", "H", "C", "C", "C", "C", "C", "C", "H", "H", "H", "H", "H", "H", "H", "H", "H", "H", "H", "H", "H", "H", "C", "C", "C", "C", "C", "C", "H", "H", "H", "H", "H", "H", "H", "H", "H", "H", "H", "H", "H", "H"], "coordinates": [[-3.85743, -1.68385, 4.90081], [-3.69671, -0.77942, 4.08639], [-3.97983, 0.47353, 3.21197], [-3.14089, 1.72371, 3.30269], [-3.48270, 2.91537, 2.43436], [-4.62706, 2.88064, 1.44008], [-5.46527, 1.64692, 1.34320], [-5.12073, 0.47413, 2.24953], [-6.08899, -0.78305, 2.11799], [-5.69274, -1.93640, 2.10952], [-7.62040, -0.39719, 1.94755], [-8.73580, -1.10044, 2.64459], [-10.15945, -0.61545, 2.43022], [-11.46546, -1.51641, 3.38261], [-10.49640, 0.55772, 1.51526], [-11.84673, 1.05074, 1.31944], [-12.47950, 0.43501, 0.35450], [-12.92678, -1.09207, 0.41284], [-12.89060, 1.24408, -0.96027], [-9.35774, 1.25757, 0.81183], [-7.96710, 0.78101, 1.04425], [-6.71808, 1.49960, 0.37461], [-6.70166, 1.87301, -0.78752], [-3.80863, -2.51445, 5.64453], [-2.27126, 1.81035, 4.02011], [-2.83688, 3.82507, 2.57618], [-4.89612, 3.76044, 0.79769], [-8.52683, -1.98363, 3.32316], [-11.31535, -1.09461, 4.70333], [-13.68791, -1.35510, -0.38029], [-12.05811, -1.81591, 0.44266], [-13.46679, -1.20449, 1.41301], [-11.99945, 1.75219, -1.43532], [-13.42032, 0.53306, -1.66349], [-13.65217, 2.01918, -0.62271], [-9.50953, 2.13064, 0.11363], [-2.55810, -1.99217, 0.63340], [-1.84473, -0.64607, 0.64613], [-1.62219, -0.06579, -0.75100], [-0.73036, -0.90364, -1.67117], [0.67225, -1.19143, -1.13492], [1.50533, 0.06586, -0.92080], [-1.97048, -2.75459, 0.11642], [-2.72393, -2.34047, 1.65609], [-3.53092, -1.91329, 0.14192], [-0.89279, -0.73828, 1.17903], [-2.44905, 0.06127, 1.21883], [-1.19874, 0.93943, -0.65006], [-2.59432, 0.06674, -1.23905], [-0.64352, -0.38463, -2.63269], [-1.22534, -1.85564, -1.88963], [1.19138, -1.83455, -1.85323], [0.61598, -1.75830, -0.20082], [1.60816, 0.62869, -1.85255], [2.50784, -0.20183, -0.57635], [1.06170, 0.72130, -0.16824], [4.56640, -2.08375, -3.84858], [5.07109, -1.70686, -2.46125], [5.62539, -0.28375, -2.38550], [6.84706, -0.01112, -3.26719], [8.05219, -0.91688, -3.01297], [8.62241, -0.78054, -1.60689], [5.37044, -2.06916, -4.58764], [4.14853, -3.09358, -3.83577], [3.78195, -1.39742, -4.17763], [5.82443, -2.42974, -2.13436], [4.23905, -1.79011, -1.75432], [5.87167, -0.05834, -1.34250], [4.83373, 0.42065, -2.66496], [7.15025, 1.03211, -3.12181], [6.56093, -0.09483, -4.32114], [8.83586, -0.65893, -3.73254], [7.79238, -1.96221, -3.20435], [8.92593, 0.25062, -1.40766], [9.50287, -1.41803, -1.49395], [7.89852, -1.08042, -0.84620], [0.70320, -5.31432, 6.81433], [1.60833, -4.38667, 6.01325], [1.71535, -2.98239, 6.60931], [0.40284, -2.19576, 6.66636], [-0.30127, -2.00136, 5.32279], [0.52093, -1.20019, 4.32175], [-0.32708, -4.95245, 6.83559], [0.69355, -6.31086, 6.36571], [1.05695, -5.41051, 7.84392], [1.26093, -4.33746, 4.97707], [2.61161, -4.82342, 5.97991], [2.45577, -2.41392, 6.03688], [2.11703, -3.05818, 7.62599], [0.60960, -1.21261, 7.10441], [-0.28830, -2.69083, 7.35697], [-1.24223, -1.47388, 5.49924], [-0.56916, -2.96887, 4.88731], [0.76670, -0.21227, 4.72097], [-0.04553, -1.05831, 3.39737], [1.45194, -1.70935, 4.06310], [6.87960, 4.39073, -3.72350], [6.77862, 4.24859, -5.23727], [7.65709, 3.13028, -5.79997], [9.16239, 3.31011, -5.58516], [9.75399, 4.59970, -6.15517], [9.62064, 4.70636, -7.66901], [7.89069, 4.66043, -3.41064], [6.20536, 5.17634, -3.37319], [6.60066, 3.45884, -3.22508], [7.02128, 5.20296, -5.71395], [5.73752, 4.03182, -5.49728], [7.45193, 3.02894, -6.87088], [7.35510, 2.18001, -5.34612], [9.67875, 2.45385, -6.03385], [9.38497, 3.26489, -4.51372], [10.81692, 4.63580, -5.89630], [9.29386, 5.47297, -5.68342], [10.10875, 3.86258, -8.16373], [10.09412, 5.62470, -8.02515], [8.57471, 4.73197, -7.98194]], "atomic_forces_ev_per_a": [[0.929, 0.550, -0.514], [-1.691, 1.161, -0.001], [0.080, 0.964, -0.819], [-2.352, 0.338, -1.972], [-1.366, -2.681, 0.061], [0.494, -2.394, 1.679], [2.083, -0.111, 2.112], [0.164, 1.128, -0.301], [-0.172, 0.233, -0.154], [-0.751, 1.877, 0.250], [-2.273, 1.113, -0.312], [-0.341, 2.193, -1.984], [2.359, 1.104, -0.342], [0.613, 0.770, 0.020], [1.891, -1.568, 1.882], [2.026, -0.694, -2.809], [-0.420, -0.131, -0.422], [-0.106, 0.497, 0.605], [-1.329, -0.511, 1.379], [0.963, -2.282, 1.514], [-0.768, -1.019, 1.152], [-0.053, -0.240, 0.243], [-0.092, -0.287, 1.998], [-0.161, 1.263, -1.246], [-1.253, -0.282, -0.980], [-0.950, -1.027, -0.392], [0.496, -0.991, 0.786], [-0.361, 1.283, -0.997], [0.317, -0.004, -1.296], [1.204, 0.327, 0.641], [-0.911, 0.811, -0.230], [0.820, 0.181, -1.260], [-0.974, -0.695, 0.752], [0.770, 0.965, 0.616], [1.011, -0.675, -0.586], [-0.026, -1.166, 1.014], [0.124, -0.036, 0.176], [-0.109, 0.005, -0.161], [0.108, 0.101, 0.040], [-0.082, -0.109, -0.011], [-0.020, 0.058, -0.134], [0.121, -0.096, 0.107], [-0.042, 0.014, -0.014], [-0.092, -0.027, -0.091], [0.030, -0.041, 0.017], [0.017, 0.030, -0.039], [0.117, -0.005, -0.070], [-0.014, -0.026, -0.033], [0.016, -0.008, 0.041], [0.028, -0.025, 0.032], [0.000, 0.048, 0.013], [-0.033, -0.024, 0.050], [-0.039, 0.001, -0.021], [-0.024, 0.020, 0.050], [-0.019, 0.102, -0.021], [0.020, 0.010, -0.047], [0.023, -0.175, 0.048], [-0.108, 0.124, -0.022], [0.065, 0.001, 0.130], [-0.063, -0.044, -0.115], [0.019, 0.147, 0.005], [0.083, -0.150, -0.009], [-0.055, 0.018, -0.005], [-0.006, 0.069, -0.077], [0.047, -0.007, -0.023], [0.008, 0.042, 0.011], [0.067, -0.015, 0.013], [0.001, 0.016, -0.045], [0.006, -0.038, 0.010], [0.023, -0.046, -0.001], [-0.010, 0.017, 0.039], [-0.056, -0.044, -0.013], [-0.028, 0.031, -0.020], [-0.046, -0.033, 0.026], [-0.036, 0.065, 0.066], [0.034, 0.043, -0.004], [-0.021, -0.098, -0.154], [0.072, 0.022, 0.138], [0.057, 0.073, -0.088], [-0.048, -0.097, 0.045], [0.064, 0.132, 0.148], [-0.111, -0.071, -0.146], [0.031, -0.024, 0.040], [-0.044, 0.030, 0.091], [-0.052, 0.020, -0.017], [0.013, 0.037, 0.020], [-0.038, 0.039, -0.054], [-0.038, 0.000, 0.032], [-0.007, -0.022, -0.037], [-0.021, -0.026, -0.030], [0.043, 0.014, -0.006], [0.053, -0.080, -0.016], [-0.004, 0.003, 0.026], [0.047, -0.042, -0.008], [0.068, 0.035, 0.026], [-0.005, 0.060, 0.003], [-0.049, 0.176, -0.022], [-0.030, -0.152, 0.038], [-0.006, 0.019, -0.148], [-0.009, 0.004, 0.146], [0.058, -0.130, -0.036], [0.025, 0.172, 0.002], [-0.037, -0.038, 0.025], [0.054, -0.069, 0.061], [0.043, 0.027, 0.005], [0.011, -0.033, -0.017], [0.052, 0.039, -0.039], [0.028, -0.011, 0.037], [-0.004, 0.046, -0.008], [-0.004, 0.046, 0.007], [-0.022, -0.017, -0.035], [-0.058, 0.026, 0.041], [-0.005, -0.038, 0.022], [-0.062, 0.017, 0.002], [-0.040, -0.073, -0.055], [0.044, -0.028, -0.019]], "total_energy_ev": -62122.973, "multiplicity": 1, "mol_weight_da": 664.1, "smiles": "C#Cc1cccc2c1C(=O)c1cc(S)c(N=C(C)C)cc1C2=O.CCCCCC.CCCCCC.CCCCCC.CCCCCC"}